[1]
Formula: C24H26Cl2N6O
Source: OMol25
Level of theory: ωB97M-V with the def2-TZVPD basis set

The geometry in XYZ format:
```
59
Properties=species:S:1:pos:R:3:forces:R:3
C -2.59043 -0.38932 5.88937 -0.1336 0.3892 -0.1199
C -3.35458 0.93189 5.83717 -0.0623 -0.1948 0.2094
O -3.21479 1.65396 4.63459 -0.0690 -0.0619 -0.1515
C -1.96979 2.28118 4.41540 0.2975 -0.0166 -0.0076
C -1.00315 1.51357 3.50002 -0.3035 0.2111 0.1085
N -1.34340 1.70202 2.10243 0.1114 0.0304 0.0086
C -0.25787 1.35272 1.20819 0.0304 0.1278 -0.2388
C -0.64223 1.74432 -0.22029 0.4443 -0.0863 0.2908
N -1.85032 1.05087 -0.64141 -0.1153 0.2715 -0.2067
C -1.73039 -0.26327 -1.00985 0.1074 -0.2805 -0.2609
N -2.45083 -1.25781 -0.56896 -0.2786 0.8956 0.5638
N -2.07301 -2.38010 -1.21880 0.2907 -0.9272 -0.5441
C -1.12586 -2.07200 -2.03851 -0.0472 -0.0351 -0.1057
N -0.84849 -0.71594 -1.97522 -0.5009 -0.4880 0.6520
C -0.00009 -0.03306 -2.84610 0.4700 0.3037 -0.6140
C -0.39487 1.19064 -3.38437 0.0365 -0.1953 0.0040
C 0.42874 1.86917 -4.25792 0.1418 -0.0531 0.0279
C 1.65994 1.32323 -4.59802 -0.0851 -0.1516 0.1555
C 2.06932 0.11493 -4.06746 -0.1996 0.0708 -0.1038
C 1.24359 -0.58128 -3.18771 -0.5564 0.2104 -0.2326
C 1.71490 -1.88039 -2.65151 -0.2457 -0.1140 0.0123
N 1.03389 -2.94536 -2.56021 0.5782 -0.1691 0.1923
C -0.35517 -2.96270 -2.94276 -0.3129 0.1040 -0.1181
H -0.72263 -3.98408 -2.83761 -0.1257 0.2061 -0.0901
H -0.48419 -2.62430 -3.98209 0.0261 -0.1101 0.0359
C 3.13410 -1.94984 -2.24908 0.3869 0.0117 0.1477
C 3.89877 -3.04586 -2.64182 -0.0094 0.1424 0.0266
C 5.23475 -3.13840 -2.30305 0.0321 -0.0495 -0.0060
C 5.82811 -2.13649 -1.55214 -0.0471 0.0093 0.0098
C 5.07976 -1.05319 -1.12672 0.0103 0.0618 0.0135
C 3.74202 -0.96402 -1.47378 0.1022 -0.2492 -0.1254
Cl 2.82317 0.37511 -0.86735 0.0647 0.1922 0.2947
H 5.52569 -0.27864 -0.52259 0.0109 0.0721 0.0587
H 6.87210 -2.19965 -1.28621 0.0914 -0.0013 0.0280
H 5.81368 -3.99095 -2.62299 0.0509 -0.0752 -0.0362
H 3.41613 -3.81736 -3.22069 -0.0502 -0.0762 -0.0575
H 3.02948 -0.29890 -4.33613 0.0972 0.0120 -0.0206
Cl 2.69541 2.16550 -5.69396 0.1034 0.0921 -0.1174
H 0.12106 2.81365 -4.67683 -0.0112 0.0922 -0.0538
H -1.35423 1.59830 -3.10552 -0.0782 0.0399 0.0293
C -2.93395 1.31789 0.29541 -0.2551 -0.1205 0.2268
H -3.79977 0.73057 -0.00744 -0.0104 0.1049 0.0252
C -2.54402 0.96783 1.72819 -0.2316 0.0974 -0.1961
H -3.34596 1.24868 2.40944 -0.0236 -0.1043 -0.0916
H -2.38621 -0.12199 1.79297 -0.0312 0.0691 0.0910
H -3.15952 2.38481 0.22258 -0.0499 -0.0400 0.0393
H 0.18064 1.52550 -0.90098 -0.0599 0.0698 0.0401
H -0.85495 2.81585 -0.25442 0.0820 -0.0218 -0.0205
H 0.64014 1.90199 1.50268 0.0119 -0.0471 0.0004
H -0.02807 0.26976 1.23533 0.0336 0.0642 0.0163
H -0.00217 1.92581 3.65642 -0.0087 -0.0403 0.0231
H -0.98457 0.44644 3.77234 0.0609 0.0322 0.0355
H -2.19192 3.23855 3.93224 0.1242 -0.0547 0.0784
H -1.47754 2.47856 5.37639 -0.0307 0.0067 0.0004
H -3.05681 1.56377 6.68869 -0.0891 -0.0273 -0.0825
H -4.42792 0.73584 5.90910 0.1077 0.0313 0.1157
H -2.88738 -0.94118 6.77753 -0.0001 -0.0775 0.1109
H -2.82130 -0.98720 5.01125 0.0081 -0.0972 -0.0740
H -1.51701 -0.21964 5.93273 0.1097 -0.0561 0.0029
```
Forces are in eV/Å.

Computed properties:
* LUMO: 0.0014 Ha
* calculated total energy: -2254.29459 hartree
* relative energy (zero: lowest compared OMol25 entry of this formula, charge and spin): 0.000 eV
* SMILES: CCOCCN1CCN(c2nnc3n2-c2ccc(Cl)cc2C(c2ccccc2Cl)=NC3)CC1
* maximum force: 1.11 eV/Å



[2]
Formula: C31H31BrClIN3O13P2
Source: OMol25
Level of theory: ωB97M-V with the def2-TZVPD basis set

The geometry in XYZ format:
```
83
Properties=species:S:1:pos:R:3:forces:R:3
C 2.27679 3.29353 -0.43411 0.1526 -0.7409 -0.0369
P 0.79132 2.29001 0.00512 -1.4653 0.8454 -0.6360
C 0.82139 0.87055 -1.21546 1.0192 -0.1368 0.9287
C 1.04356 1.43887 1.62913 1.4813 -0.0846 -1.0078
C 2.21462 0.98610 2.14230 -0.5918 -0.0672 0.5424
Br 3.95145 1.02358 1.45199 -0.5585 -0.0785 0.2027
N 1.89930 0.42377 3.39217 1.7440 -0.0707 -0.2462
I 3.42721 -0.34770 4.53157 -0.3998 -0.2653 0.2283
C 0.59646 0.48969 3.61936 -0.1545 -0.0857 0.4777
C -0.10874 -0.05085 4.83396 0.2708 -0.6021 -0.5779
C -0.42572 -1.58062 4.71022 -0.3264 -0.0343 0.9680
C 0.53497 -2.47029 5.55487 -0.2939 -0.2919 -0.2857
C 0.96093 -3.77547 4.84612 0.2679 0.4159 0.3098
N 2.41881 -3.95985 4.85518 -1.8679 -0.0668 -0.5908
C 3.34147 -3.54137 5.75743 0.2195 0.0322 0.1792
C 4.56599 -3.97533 5.31497 0.3876 0.0102 0.0644
C 4.35448 -4.69679 4.10685 0.4564 0.2757 0.3435
C 3.00720 -4.66244 3.85778 1.3614 -0.4199 -0.4147
N 0.05465 1.11444 2.56388 -0.3583 0.6550 -1.4176
P -1.69850 1.45125 2.46946 -0.6642 -0.1285 1.0251
O -1.76754 3.03640 2.81489 1.1405 -0.7792 -0.8162
Cl -2.32132 1.29076 0.51666 0.6611 0.0192 0.3207
H 2.50284 4.06889 0.30079 0.0571 -0.2899 0.0620
H 2.02892 3.79734 -1.37472 -0.2548 -0.1854 0.1599
H 3.11672 2.62804 -0.64367 0.1745 0.4315 0.1270
H 1.64636 0.21535 -0.89428 -0.2187 -0.0575 -0.1957
H 1.06208 1.18974 -2.23943 -0.4504 0.1840 0.5021
H -0.10975 0.30682 -1.13843 0.0563 0.1782 -0.2045
H 0.57835 0.06289 5.67861 -0.3073 0.3309 -0.0048
H -1.04012 0.49346 4.99452 0.2902 0.1272 0.0696
H -1.41446 -1.71447 5.16272 0.0089 0.0858 -0.3818
H -0.51551 -1.91208 3.67148 0.1971 0.1237 0.0898
H 1.40265 -1.87788 5.84189 0.0393 -0.2341 -0.1251
H 0.05100 -2.75922 6.49413 -0.0316 0.2936 -0.1325
H 0.65424 -3.74426 3.79635 0.1060 -0.0302 0.1273
H 0.47081 -4.64834 5.29179 0.1181 0.1600 0.0229
H 3.08056 -2.97987 6.64260 -0.0444 -0.1605 -0.0735
H 5.49951 -3.79207 5.82979 -0.0616 -0.1196 -0.1210
H 5.12392 -5.16316 3.50936 -0.1721 -0.0068 0.0009
H 2.52392 -5.13889 3.01689 -0.4812 0.2744 0.2848
H -1.09893 3.52534 2.30050 -0.3650 0.4272 0.0131
C 2.37150 2.74994 -7.17156 0.0957 0.0800 -0.0799
C 1.76647 2.38991 -6.03495 -0.0751 -0.2229 -0.4985
C 2.05646 3.07652 -4.73487 0.3025 0.3949 0.1704
O 1.45389 2.70854 -3.73638 -0.0666 -0.1367 -0.1883
C 3.04126 4.14094 -4.72261 -0.1983 -0.1789 0.1549
C 3.65398 4.50473 -5.85928 0.1377 0.2676 0.4673
C 3.34528 3.83513 -7.16863 -0.2827 -0.3941 -0.2909
O 3.91840 4.21946 -8.16613 0.1805 0.2176 0.1665
O 4.56176 5.47003 -5.89603 -0.1344 -0.2414 -0.3684
O 0.86875 1.40102 -5.98429 0.2132 0.3733 0.3772
H 2.16862 2.26290 -8.11518 -0.0132 -0.0018 0.0084
H 3.25356 4.61669 -3.77556 0.0255 0.0452 -0.0308
H 4.84619 5.53696 -6.82880 0.0499 0.0736 0.0029
H 0.58469 1.34712 -5.05204 -0.2298 -0.1749 -0.0613
C -6.66341 0.52079 3.05572 -0.1191 -0.0839 0.0094
C -5.62040 1.33734 2.88789 0.0478 -0.4667 0.1468
C -5.79195 2.75701 2.43938 -0.4034 0.3974 -0.1695
O -4.79832 3.45059 2.32326 0.2725 -0.2533 0.0504
C -7.13741 3.23199 2.16016 0.2336 0.0172 0.0222
C -8.18793 2.41583 2.32436 -0.0615 0.5119 -0.1757
C -8.01812 1.00222 2.79847 0.2874 -0.3481 0.1269
O -9.00539 0.31240 2.94687 -0.1667 0.1945 -0.0905
O -9.43448 2.80602 2.07938 0.1137 -0.4262 0.1523
O -4.35716 0.93966 3.10962 -0.2481 0.6619 -0.1044
H -6.55106 -0.50428 3.38048 -0.0001 0.0084 0.0072
H -7.24605 4.25242 1.82105 -0.0294 -0.0031 0.0092
H -10.00175 2.03624 2.27635 -0.0835 0.0430 -0.0115
H -3.78407 1.72392 2.92045 -1.0336 -0.2885 0.3319
C -0.67294 -3.03853 -4.37504 0.0239 0.2140 -0.0531
C -0.16637 -4.26514 -4.55313 -0.3572 0.0764 0.4148
C 0.78145 -4.57020 -5.67491 0.2898 0.1778 -0.5003
O 1.22119 -5.69923 -5.77070 -0.1630 -0.1206 0.2729
C 1.12395 -3.49707 -6.59574 0.0026 -0.1732 0.1178
C 0.61726 -2.26816 -6.42463 0.3096 -0.0951 -0.4429
C -0.31397 -1.95723 -5.28025 -0.2129 -0.2057 0.2766
O -0.73909 -0.82303 -5.14860 0.2123 0.1046 -0.1860
O 0.91721 -1.27024 -7.25839 -0.4590 -0.0255 0.5347
O -0.46854 -5.28260 -3.75145 0.2828 -0.0448 -0.2995
H -1.35539 -2.80775 -3.56915 -0.0111 -0.0225 -0.0078
H 1.79438 -3.73516 -7.40943 -0.0049 0.0312 -0.0099
H 0.43791 -0.48356 -6.93384 0.1483 0.1318 -0.0554
H 0.02777 -6.04997 -4.09709 -0.0177 -0.0485 0.0230
```
Forces are in eV/Å.

Computed properties:
* LUMO: -0.1523 Ha
* total charge: +1
* calculated total energy: -6356.64092 hartree
* maximum force: 1.96 eV/Å